(1)
Computed, not measured: a cluster of 2 separate species, CH3IS in total in a non-equilibrium geometry, with ωB97M-V/def2-TZVPD.

Each line ends with the Mulliken charge.
CARTESIAN COORDINATES (ANGSTROEM)
C -0.1750 -0.7863 -0.9814  -0.4265
S 0.9857 -0.5677 -2.1092  -0.1667
H -0.0192 -1.1367 -0.0577  0.3108
H -1.1683 -0.5762 -1.1893  0.2694
I 0.8060 1.1456 2.2662  -0.0626
H -0.4292 1.9214 2.0714  0.0756

The value obtained for the total energy is -20019.7814 eV. The strongest force on any atom comes out at 0.08671 Eh/bohr. Its structure (SMILES) is C=S.I. For the energy relative to the best compared isomer or geometry (same formula, charge and spin), the calculation gives 109.44 kJ/mol.


(2)
Computed, not measured: the ion C6H9N5 with charge +2 in a non-equilibrium geometry, with ωB97M-V/def2-TZVPD.

Each line ends with the Mulliken charge.
CARTESIAN COORDINATES (ANGSTROEM)
C -2.5601 0.5391 0.8702  -1.2370
C -1.5450 -0.2118 -0.0540  0.5232
N -0.8477 0.8422 -0.7567  -0.2175
C 0.3133 1.3846 -1.0739  0.1545
N 1.5230 0.9620 -0.7132  -0.2062
C 1.9557 -0.1188 0.0743  0.4165
N 3.1388 -0.0907 0.7912  -0.3987
C 1.1717 -1.2141 -0.0065  0.2524
N 0.4397 -2.1216 -0.2669  -0.1530
C -0.7937 -2.4014 -0.2398  0.0612
N -1.6997 -1.4661 -0.1599  -0.1954
H -2.1520 0.6469 1.9247  0.3132
H -3.5357 -0.0717 0.8867  0.3433
H -2.6297 1.5730 0.5842  0.4079
H -1.5713 1.5053 -0.9021  0.2819
H 0.3645 2.1709 -1.7814  0.4319
H 2.3597 1.7239 -0.8014  0.3610
H 3.4135 -0.9388 1.2717  0.2592
H 3.6325 0.7856 0.6265  0.2093
H -0.9775 -3.4984 -0.2735  0.3924

The value obtained for the total energy is -13796.6674 eV. The strongest force on any atom comes out at 0.08645 Eh/bohr. Its structure (SMILES) is CC1=[NH+]/C=[NH+]\C(N)=C=N/C=N\1. Its total charge is +2. For the energy relative to the best compared isomer or geometry (same formula, charge and spin), the calculation gives 111.02 kJ/mol.


(3)
Computed, not measured: a cluster of 2 separate species, C4H15N2O in total in a non-equilibrium geometry, with ωB97M-V/def2-TZVPD.

Each line ends with the Mulliken charge.
CARTESIAN COORDINATES (ANGSTROEM)
C 1.8561 1.4519 0.0128  -0.4962
C 0.5767 1.0778 0.9717  -0.5836
C -0.7991 0.8080 0.2681  -0.5796
C -1.8660 -0.7823 -1.5593  -0.7966
N -0.7279 -0.4195 -0.4999  -0.1653
N 1.9171 0.6733 -1.1641  -0.6521
H 1.7636 2.3589 -0.5452  0.3452
H 2.7147 1.5071 0.7553  0.2764
H 0.6158 1.9804 1.6292  0.3451
H 0.8094 0.3159 1.8169  0.1780
H -1.6383 0.5135 1.0040  0.3382
H -1.2883 1.5989 -0.3478  0.4015
H -1.8605 0.0089 -2.3380  0.3371
H -1.5884 -1.8128 -1.7947  0.3345
H -2.9256 -0.6238 -1.3129  0.3315
H -0.5042 -1.3058 -0.0130  0.4123
H 0.1476 -0.2100 -1.1630  0.5009
H 2.4891 -0.2825 -1.0852  0.2354
H 2.4921 1.1236 -1.7722  0.2389
H -1.5775 -2.6520 2.1681  0.3240
H -0.2628 -1.6583 2.3853  0.3350
O -0.7897 -2.2464 1.7627  -0.6606

The value obtained for the total energy is -9410.9869 eV. The strongest force on any atom comes out at 0.12950 Eh/bohr. Its total charge is +1. For the energy relative to the best compared isomer or geometry (same formula, charge and spin), the calculation gives 258.13 kJ/mol.